The following is a DFT calculation (ωB97M-V/def2-TZVPD) of a 9-piece molecular cluster, C46H118Br4N9O15P3 overall at a distorted geometry.

Each line ends with the Löwdin charge.
Cartesian coordinates (Å):
C -1.7715 5.4201 1.1055  -0.080
N -0.7067 5.7737 2.0736  -0.296
C -0.4343 4.7724 2.9790  -0.180
P 0.4554 6.8820 1.8848  0.469
O 1.0586 7.3150 3.1790  -0.305
N 1.7543 6.3729 0.9793  -0.309
C 3.1852 6.6549 1.2763  -0.097
C 1.6902 5.5569 -0.2323  -0.130
N -0.3557 8.0698 1.0734  -0.310
C 0.3863 9.0104 0.2796  -0.143
C -1.4261 8.7553 1.8074  -0.108
H -1.6677 4.4677 0.5275  0.087
H -1.8978 6.2026 0.3838  0.060
H -2.6792 5.3566 1.7131  0.083
H -0.1565 3.8231 2.4821  0.078
H -1.2844 4.4341 3.6777  0.102
H 0.3967 5.0702 3.6741  0.087
H 3.8082 5.7830 1.0270  0.076
H 3.5401 7.4900 0.5544  0.101
H 3.2916 6.9708 2.3192  0.069
H 2.4807 5.8050 -0.9746  0.087
H 1.6939 4.4883 0.0430  0.037
H 0.6947 5.6918 -0.7713  0.085
H -0.2357 9.4030 -0.5425  0.078
H 0.7907 9.9225 0.8126  0.107
H 1.1468 8.4731 -0.3419  0.081
H -1.7098 9.6088 1.1867  0.075
H -1.1922 9.1628 2.8474  0.113
H -2.3208 8.1797 1.8101  0.055
C 3.0212 -0.4848 7.6635  -0.144
N 1.8166 0.3035 7.5685  -0.312
C 1.1583 0.2271 8.8711  -0.108
P 0.8834 0.0896 6.1708  0.493
O 0.1034 -1.1483 6.1937  -0.278
N 0.0342 1.4942 6.0986  -0.281
C 0.3805 2.8736 6.4931  -0.088
C -1.0771 1.3138 5.1477  -0.089
N 1.8603 0.0128 4.8057  -0.287
C 2.6068 1.0678 4.1825  -0.109
C 2.0335 -1.3268 4.1503  -0.090
H 2.7810 -1.4928 7.9830  0.076
H 3.6091 -0.2733 8.5520  0.076
H 3.6887 -0.3589 6.7948  0.089
H 1.6944 0.9104 9.5604  0.091
H 1.3039 -0.7843 9.2632  0.083
H 0.1901 0.6589 8.7073  0.070
H 1.3749 2.8195 6.9617  0.083
H 0.5948 3.5680 5.6961  0.053
H -0.3739 3.3928 7.0441  0.073
H -2.0363 1.2779 5.6832  0.092
H -1.0192 2.1503 4.4449  0.064
H -0.8742 0.3986 4.5793  0.062
H 2.4417 1.9929 4.7392  0.072
H 3.6755 0.8173 4.1967  0.082
H 2.2374 1.1888 3.1234  0.040
H 3.0755 -1.4309 3.9671  0.057
H 1.4080 -1.5033 3.2570  0.027
H 1.7288 -2.1306 4.8631  0.083
C -1.0646 -2.0720 -3.9468  -0.128
N -0.5417 -0.8678 -4.4654  -0.319
C -1.4875 -0.0178 -5.1271  -0.109
P 1.1072 -0.6774 -4.3672  0.575
O 1.6378 -0.9761 -3.0117  -0.278
N 1.9275 -1.5365 -5.5515  -0.276
C 1.2019 -1.9097 -6.7254  -0.106
C 3.0208 -2.3847 -5.1224  -0.079
N 1.1915 0.9606 -4.7254  -0.310
C 0.9164 1.8484 -3.6353  -0.110
C 2.2933 1.3699 -5.5231  -0.131
H -1.8197 -1.9048 -3.1843  0.061
H -0.3402 -2.6823 -3.3968  0.071
H -1.5575 -2.6339 -4.7518  0.092
H -2.0791 -0.6515 -5.8002  0.088
H -1.0693 0.7863 -5.7336  0.077
H -2.1204 0.5006 -4.3775  0.088
H 1.5094 -2.8463 -7.0753  0.065
H 0.1208 -1.9816 -6.4445  0.079
H 1.1814 -1.2926 -7.6036  0.072
H 3.2708 -2.0392 -4.1654  0.040
H 2.7692 -3.4420 -5.0889  0.082
H 3.8834 -2.3117 -5.8027  0.097
H 0.7360 2.8169 -4.0614  0.087
H 0.0519 1.5783 -3.1198  0.039
H 1.6769 1.7930 -2.8784  0.073
H 2.3593 0.8835 -6.4997  0.079
H 3.2390 1.2677 -5.0195  0.077
H 2.2566 2.4839 -5.6098  0.095
C -3.9304 2.9152 -5.8888  -0.109
O -3.9451 3.0847 -4.4920  -0.207
C -2.7414 3.7133 -4.0676  -0.211
C -2.6458 3.6718 -2.5417  -0.207
O -2.5488 2.4233 -1.9495  -0.156
C -3.7406 1.7226 -1.7457  -0.215
C -4.3977 1.9832 -0.4574  -0.217
O -3.6396 1.3283 0.5566  -0.180
C -4.2602 1.6938 1.8394  -0.058
H -3.7111 3.9033 -6.3671  0.093
H -4.9428 2.6266 -6.2803  0.105
H -3.0894 2.2473 -6.1380  0.074
H -2.6209 4.7578 -4.4024  0.133
H -1.9398 3.1167 -4.4890  0.100
H -3.5708 4.2375 -2.1293  0.153
H -1.6742 4.2435 -2.3302  0.140
H -3.4001 0.6690 -1.8944  0.130
H -4.4674 1.8691 -2.5702  0.121
H -5.4501 1.6623 -0.5632  0.116
H -4.3199 3.0750 -0.2919  0.131
H -4.0055 2.6969 2.1239  0.066
H -3.8161 1.0508 2.5624  0.066
H -5.3533 1.6069 1.7868  0.093
C -0.1519 -5.0433 -0.4404  -0.119
O 1.0901 -5.4133 -1.0171  -0.226
C 1.1019 -5.5164 -2.4716  -0.175
C 2.4422 -6.0395 -2.9099  -0.253
O 3.3861 -5.0626 -2.6731  -0.135
C 4.5683 -5.6141 -2.0333  -0.142
C 5.2822 -6.3776 -3.1136  -0.200
O 5.6289 -5.4945 -4.2183  -0.162
C 5.8799 -6.3146 -5.3166  -0.143
H 0.0380 -4.6777 0.6565  0.072
H -0.8300 -5.9087 -0.5338  0.087
H -0.5943 -4.1742 -0.9539  0.066
H 0.8796 -4.5321 -2.9312  0.112
H 0.3149 -6.2677 -2.7548  0.135
H 2.3656 -6.1334 -4.0142  0.133
H 2.5559 -7.0677 -2.4641  0.151
H 4.3298 -6.2416 -1.1968  0.122
H 5.1955 -4.8076 -1.5652  0.142
H 4.6580 -7.2022 -3.4882  0.105
H 6.1997 -6.8610 -2.7293  0.135
H 5.2029 -7.1562 -5.3786  0.076
H 6.8627 -6.8026 -5.2471  0.090
H 5.8577 -5.6821 -6.1869  0.084
C -4.5510 -2.5794 2.1520  -0.092
O -4.9945 -2.6515 0.7995  -0.216
C -4.0436 -2.7044 -0.2681  -0.162
C -4.7132 -2.4411 -1.6684  -0.204
O -5.2556 -1.1823 -1.6977  -0.125
C -6.5845 -1.0885 -1.2523  -0.178
C -7.4166 -0.1631 -2.1386  -0.116
O -6.8908 1.2330 -2.0886  -0.237
C -7.6003 2.1276 -2.9276  -0.108
H -5.5083 -2.3237 2.6521  0.098
H -3.7393 -1.8038 2.2618  0.080
H -4.1979 -3.5699 2.5290  0.086
H -3.7074 -3.7612 -0.2949  0.128
H -3.2315 -1.9994 -0.1898  0.076
H -5.3524 -3.2756 -1.9661  0.121
H -3.9360 -2.5037 -2.4902  0.124
H -6.6594 -0.8122 -0.2132  0.122
H -6.9231 -2.0876 -1.2618  0.109
H -8.4666 -0.0956 -1.7575  0.134
H -7.4978 -0.5613 -3.1098  0.103
H -7.0485 3.0663 -2.9803  0.087
H -8.6444 2.2352 -2.4960  0.102
H -7.7365 1.7360 -3.9272  0.076
C 5.0872 0.0754 -0.0148  -0.118
O 5.3708 -1.1709 -0.5856  -0.175
C 4.3034 -1.7827 -1.2299  -0.231
C 3.1983 -2.3180 -0.3911  -0.200
O 3.7757 -3.2125 0.5638  -0.112
C 2.7744 -3.7225 1.4159  -0.195
C 3.3882 -4.3499 2.6732  -0.233
O 4.3499 -5.3175 2.3756  -0.176
C 4.6255 -6.0723 3.5175  -0.136
H 6.0251 0.5237 0.3615  0.094
H 4.3980 -0.1117 0.8203  0.066
H 4.5606 0.6949 -0.8265  0.096
H 4.6863 -2.5885 -1.8632  0.124
H 3.8136 -1.0556 -1.8561  0.090
H 2.4843 -2.8735 -1.0806  0.140
H 2.5925 -1.5400 0.0473  0.076
H 2.2173 -4.5257 0.8890  0.112
H 2.1299 -2.8513 1.6558  0.082
H 2.5436 -4.8124 3.2392  0.075
H 3.8244 -3.5059 3.3478  0.140
H 5.1834 -5.4907 4.2586  0.082
H 5.2452 -6.9271 3.1894  0.087
H 3.6290 -6.5086 3.9901  0.122
Br -0.5344 -1.3056 1.1132  0.677
C -0.4458 -0.3166 -0.6093  -0.594
C -0.2309 1.1282 -0.1778  -0.724
Br 1.5803 1.4320 0.3306  0.727
H -1.3879 -0.4238 -1.1992  0.059
H 0.2927 -0.7389 -1.3003  0.027
H -0.8555 1.4451 0.6393  0.028
H -0.3234 1.8278 -1.0329  0.031
Br -3.1592 -4.9956 6.2138  0.543
C -1.7264 -3.6408 5.9840  -0.684
C -1.4037 -3.2771 4.5051  -0.734
Br -0.4008 -4.6834 3.7824  0.715
H -0.8445 -4.0588 6.4967  0.046
H -2.0507 -2.7942 6.5963  0.044
H -0.8520 -2.3395 4.5182  0.016
H -2.3452 -3.1188 3.9062  0.044

The energy above the lowest of the compared OMol25 structures with the same formula, charge and spin comes out at 2.4 kcal/mol. For the HOMO-LUMO gap, the calculation gives 8.963 eV. Its HOMO energy is -0.315 hartree. The calculation puts the energy at -14764.7911 Eh. As for the SMILES: CN(C)P(=O)(N(C)C)N(C)C.CN(C)P(=O)(N(C)C)N(C)C.CN(C)P(=O)(N(C)C)N(C)C.COCCOCCOC.COCCOCCOC.COCCOCCOC.COCCOCCOC.BrCCBr.BrCCBr. As for the LUMO energy: 0.383 eV.

The following is a DFT calculation (ωB97M-V/def2-TZVPD) of a 13-piece molecular cluster, C46H118N20O13 overall at a distorted geometry.

Each line ends with the Löwdin charge.
Cartesian coordinates (Å):
C 1.6849 8.0995 6.9983  -0.070
C 2.3784 9.2351 7.7622  -0.474
C 3.3518 8.5267 8.7213  -0.131
C 4.4627 9.4529 9.2241  -0.179
C 5.2539 10.1706 8.1100  -0.137
C 4.2726 10.8522 7.0977  -0.497
N 3.1880 9.9498 6.7005  -0.114
O 2.4732 10.4515 5.6095  -0.009
C 3.7244 12.0686 7.7834  -0.052
C 5.2340 11.2364 5.9072  -0.031
C 1.2176 10.0090 8.4559  -0.024
H 1.1813 7.3463 7.6042  0.086
H 2.3524 7.5735 6.3157  0.084
H 0.9370 8.5717 6.3613  0.077
H 2.8385 8.0274 9.5431  0.125
H 3.8443 7.7793 8.0994  0.115
H 5.2213 8.9213 9.7986  0.105
H 4.0545 10.2141 9.8889  0.099
H 5.9263 9.4983 7.5770  0.110
H 5.9220 10.9291 8.5180  0.116
H 3.2257 11.9177 8.7408  0.067
H 4.4408 12.8387 8.0694  0.088
H 2.8982 12.5340 7.2458  0.087
H 4.6891 11.7595 5.1213  0.072
H 6.0727 11.8613 6.2140  0.084
H 5.6640 10.3541 5.4331  0.079
H 0.9319 10.8156 7.7807  0.079
H 1.5243 10.4614 9.3989  0.070
H 0.3354 9.3904 8.6205  0.078
H 3.0597 10.2145 4.8874  0.099
C -7.6066 5.3402 1.2362  -0.020
C -7.4591 3.8457 0.8679  -0.515
C -7.3008 3.0222 2.1467  -0.171
C -8.5352 2.9052 3.0269  -0.162
C -9.6771 2.5755 2.0372  -0.129
C -9.8470 3.2625 0.6395  -0.473
N -8.5407 3.3845 0.0239  -0.136
O -8.5788 3.9523 -1.2625  0.009
C -10.7703 2.2738 -0.1579  -0.043
C -10.6743 4.5979 0.7801  -0.032
C -6.1137 3.5584 0.2025  -0.046
H -7.7785 6.0230 0.4042  0.086
H -6.6466 5.6544 1.6458  0.080
H -8.3416 5.6543 1.9774  0.065
H -7.0403 1.9908 1.9089  0.120
H -6.4358 3.3932 2.6966  0.118
H -8.7030 3.8950 3.4514  0.098
H -8.5218 2.1960 3.8545  0.112
H -10.6314 2.6172 2.5623  0.116
H -9.5696 1.5282 1.7551  0.109
H -11.0713 2.8843 -1.0092  0.071
H -10.2068 1.4176 -0.5288  0.085
H -11.7692 2.0813 0.2337  0.084
H -10.8119 5.3143 -0.0298  0.079
H -11.6969 4.2806 0.9842  0.072
H -10.3722 5.2104 1.6296  0.061
H -6.1302 4.1222 -0.7302  0.077
H -6.0761 2.5556 -0.2231  0.087
H -5.2547 3.8133 0.8232  0.090
H -8.3811 3.1153 -1.6891  0.106
C -7.0038 -5.8433 10.3602  -0.040
C -6.6647 -6.4200 8.9727  -0.472
C -7.8877 -6.3717 8.0800  -0.176
C -8.3316 -5.0565 7.5232  -0.199
C -7.1901 -4.4328 6.7591  -0.121
C -5.8356 -4.2765 7.6541  -0.450
N -5.5695 -5.6131 8.2523  -0.124
O -4.3290 -5.6769 8.8791  -0.020
C -4.6970 -3.8857 6.7392  -0.051
C -5.9347 -3.1544 8.7304  -0.029
C -6.2349 -7.8874 9.1201  -0.042
H -6.1845 -5.3882 10.9168  0.085
H -7.4162 -6.5598 11.0706  0.079
H -7.8416 -5.1467 10.3301  0.067
H -7.7496 -7.0818 7.2647  0.123
H -8.6884 -6.7526 8.7139  0.125
H -8.4916 -4.4154 8.3901  0.097
H -9.2353 -5.1713 6.9247  0.120
H -7.4370 -3.5731 6.1362  0.112
H -7.0188 -5.1362 5.9443  0.109
H -4.1577 -2.9650 6.9617  0.080
H -3.8712 -4.5827 6.5961  0.078
H -5.0834 -3.7478 5.7293  0.074
H -6.8419 -3.2530 9.3265  0.058
H -5.0440 -3.1929 9.3575  0.087
H -6.1359 -2.2457 8.1631  0.083
H -6.9877 -8.6514 9.3143  0.088
H -5.5083 -7.9717 9.9282  0.079
H -5.7144 -8.1701 8.2051  0.082
H -3.9219 -6.3549 8.3349  0.100
C 2.5202 -2.1704 -2.6386  -0.053
C 1.0428 -2.2083 -2.0129  -0.372
C 0.8022 -0.9519 -1.1039  -0.189
O 1.7671 -0.9341 -0.0317  -0.196
C 1.4890 -0.0212 0.9978  -0.122
N 0.0887 -2.2059 -3.1268  0.013
H 2.6013 -2.8760 -3.4655  0.064
H 3.3867 -2.2246 -1.9795  0.062
H 2.7821 -1.2014 -3.0636  0.069
H 0.8441 -3.0927 -1.4076  0.125
H -0.2099 -0.7847 -0.7354  0.116
H 0.9326 -0.0930 -1.7622  0.114
H 0.6121 0.5981 0.8092  0.085
H 2.3185 0.5775 1.3743  0.081
H 1.2598 -0.6684 1.8444  0.081
H 0.5547 -2.6879 -3.8823  0.055
H -0.0413 -1.3189 -3.5921  0.067
C 9.7114 -0.5852 -6.4740  -0.045
C 9.8596 -1.7504 -5.4382  -0.478
C 11.1322 -2.4876 -5.6476  -0.208
O 12.1876 -1.5245 -5.4377  -0.206
C 13.1673 -1.6201 -6.4299  -0.123
N 9.6179 -1.3098 -4.1276  0.048
H 8.7963 -0.0264 -6.2781  0.065
H 9.6606 -0.7555 -7.5494  0.072
H 10.4792 0.1708 -6.3096  0.072
H 9.1555 -2.5561 -5.6462  0.136
H 11.0428 -2.9906 -6.6104  0.127
H 11.3330 -3.2244 -4.8698  0.127
H 12.7013 -1.5631 -7.4136  0.087
H 13.5928 -2.6222 -6.3765  0.082
H 13.9639 -0.9063 -6.2206  0.092
H 9.4289 -2.1633 -3.6217  0.075
H 10.4616 -1.0023 -3.6652  0.077
C 5.2331 -6.2386 -11.1577  -0.060
C 4.1862 -5.2984 -11.8502  -0.417
C 4.2611 -3.8725 -11.2491  -0.222
O 3.0947 -3.1262 -11.6152  -0.182
C 2.9759 -1.9771 -10.7265  -0.094
N 4.4983 -5.1946 -13.2694  0.030
H 5.7059 -7.0260 -11.7447  0.065
H 4.6211 -6.8129 -10.4621  0.070
H 6.0791 -5.7168 -10.7103  0.070
H 3.2060 -5.7157 -11.6199  0.128
H 5.1289 -3.3366 -11.6336  0.125
H 4.4501 -3.9423 -10.1779  0.110
H 2.0355 -1.4531 -10.8975  0.082
H 3.6264 -1.1578 -11.0327  0.078
H 3.1611 -2.2229 -9.6808  0.083
H 4.3754 -6.1371 -13.6111  0.066
H 3.8356 -4.5982 -13.7440  0.069
C 5.2225 -5.2735 2.7908  -0.799
O 6.0914 -6.1086 2.8152  0.050
N 4.0052 -5.5009 2.3330  0.141
N 5.3057 -4.0089 3.0677  0.156
H 3.3815 -4.7425 2.0967  0.099
H 3.8652 -6.3592 1.8193  0.115
H 4.5338 -3.3963 2.8460  0.113
H 6.2102 -3.8420 3.4849  0.125
C -0.7558 -8.3608 -6.7715  -0.733
O 0.3233 -7.7801 -6.5210  -0.015
N -0.8551 -9.6666 -6.8780  0.153
N -1.9258 -7.7517 -6.6505  0.146
H -1.7206 -10.0857 -7.1867  0.106
H -0.0490 -10.2697 -6.7964  0.122
H -2.6702 -8.3838 -6.3929  0.104
H -1.9223 -6.7555 -6.4840  0.117
C -6.4263 -4.1616 -1.9999  -0.811
O -7.6079 -4.5026 -1.9463  0.019
N -5.3842 -4.8884 -1.9699  0.164
N -6.0672 -2.9209 -2.0323  0.151
H -5.5404 -5.8814 -1.8718  0.127
H -4.4400 -4.5634 -2.1215  0.120
H -6.7321 -2.1620 -1.9860  0.121
H -5.0935 -2.6556 -2.0725  0.108
C 5.7161 -11.3054 -5.9441  -0.829
O 4.6562 -11.8629 -6.0597  0.049
N 5.8192 -10.0205 -5.6700  0.148
N 6.8653 -11.8467 -5.9505  0.165
H 4.9223 -9.5575 -5.6339  0.115
H 6.6400 -9.4478 -5.8053  0.105
H 6.8402 -12.8544 -6.0127  0.128
H 7.7076 -11.3429 -5.7123  0.119
C -4.4945 2.1745 -7.8695  -0.741
O -4.0355 1.0515 -8.2083  -0.011
N -3.8381 3.2002 -7.4244  0.160
N -5.7857 2.4224 -7.8178  0.136
H -2.8291 3.1818 -7.3812  0.126
H -4.3523 4.0166 -7.1259  0.113
H -6.4903 1.7372 -8.0505  0.116
H -6.0918 3.3678 -7.9986  0.102
C 6.7127 5.8172 0.1797  -0.788
O 5.6560 6.4092 -0.0310  0.020
N 7.8673 6.2983 0.4732  0.158
N 6.8187 4.5171 0.2048  0.142
H 8.0204 7.2852 0.3220  0.124
H 8.6064 5.7668 0.9106  0.119
H 7.7026 4.0528 0.0529  0.110
H 5.9975 3.9317 0.2598  0.115
C 2.4102 4.6539 -4.6643  -0.781
O 2.1375 4.7774 -5.8680  -0.003
N 1.8525 5.2568 -3.6547  0.166
N 3.4549 3.9582 -4.3591  0.153
H 1.1821 5.9994 -3.7933  0.122
H 2.5018 5.3832 -2.8915  0.108
H 4.0432 3.6232 -5.1087  0.126
H 3.7106 3.8392 -3.3893  0.109

The energy above the lowest of the compared OMol25 structures with the same formula, charge and spin comes out at 192.0 kcal/mol. For the HOMO-LUMO gap, the calculation gives 8.112 eV. Its HOMO energy is -0.299 hartree. The calculation puts the energy at -3896.4931 Eh. As for the LUMO energy: -0.028 eV.